## a
The following is a DFT calculation (ωB97M-V/def2-TZVPD) of a 2-piece molecular cluster, CH3OS overall.

Calculated values
LUMO level: 4.417 eV
Net charge: -1
Highest occupied orbital energy: -0.1021 Eh

Structure (XYZ):
```
6
Properties=species:S:1:pos:R:3:nbo_charge:R:1
S 0.2260 0.9767 1.3192 -1.041
H 0.2006 1.2499 2.6238 0.097
O -1.1406 -0.6942 -1.5994 -0.591
C -0.0978 -0.5574 -0.9673 0.277
H 0.1391 -1.1452 -0.0889 0.146
H 0.6727 0.1702 -1.2874 0.112
```

## b
The following is a DFT calculation (ωB97M-V/def2-TZVPD) of CH3OS as an isolated structure.

Calculated values
LUMO level: 4.422 eV
Net charge: -1
Highest occupied orbital energy: -0.1043 Eh

Structure (XYZ):
```
6
Properties=species:S:1:pos:R:3:nbo_charge:R:1
S -0.5118 1.1532 0.7886 -0.986
H -0.7793 2.3816 1.2491 0.110
O 0.5098 -0.6209 -1.6598 -0.615
C 0.2758 -0.7766 -0.4705 0.260
H -0.5785 -1.4133 -0.1778 0.106
H 1.0839 -0.7241 0.2704 0.125
```

It is a that is the most stable of them.